Molecular formula: C41H52CoF3N6S
Method: DFT, ωB97M-V/def2-TZVPD

Cartesian coordinates (Å):
Co  0.27670  -0.53097  0.47877
S  0.49946  2.03892  -0.79472
F  -1.19253  -2.65756  1.40481
F  0.78969  -3.19242  0.75107
F  0.50492  -2.23313  2.65887
N  -1.11229  -1.04567  -0.82736
N  -0.65136  1.93279  -3.17295
N  -1.08192  0.29473  1.61661
N  -1.83072  3.03220  -1.53589
N  1.68022  0.02787  1.75230
N  1.65558  -1.09570  -0.79035
C  5.58122  0.26641  -2.35033
C  -1.69575  3.63761  4.50542
C  1.47173  -1.61079  -2.04109
C  2.83434  1.02974  5.16528
C  -2.41058  -2.17117  -5.00362
C  -1.55001  2.35842  -4.23474
C  -0.94585  -1.79585  -1.95154
C  -2.40597  -3.02705  -3.73054
C  -4.65223  -1.79651  -1.78566
C  -2.81857  3.55184  -2.46813
C  -2.27423  2.22031  4.60081
C  -2.13054  1.46060  3.31943
C  3.71601  0.20691  2.85720
C  3.10869  -3.70843  -4.23620
C  -5.12991  -2.92690  -0.86429
C  3.68690  -1.30910  -1.88595
C  3.02423  -0.14576  1.62947
C  -3.07150  -0.15632  0.29943
C  2.75598  0.60906  3.72693
C  -4.51935  1.58252  2.37320
C  -0.89877  0.88358  2.82797
C  3.00012  -0.94516  -0.66507
C  0.27170  -2.03948  -2.55241
C  1.49503  0.50310  3.01440
C  5.87594  0.49547  4.26209
C  -4.77074  2.77512  1.44115
C  2.72956  -1.71822  -2.74955
C  -3.16585  -1.63189  -1.70946
C  5.21115  0.07690  2.95514
C  -0.73089  2.35123  -1.90012
C  -2.93384  2.61406  -3.65915
C  2.89832  -2.19051  -4.16157
C  0.28967  0.91441  3.52539
C  3.65569  -0.57220  0.48522
C  -2.46049  -0.91591  -0.67476
C  -2.41224  0.43700  1.34643
C  0.08566  -2.22343  1.37910
C  -2.21753  -2.19197  -2.50199
C  2.54477  -0.15002  6.10275
C  -3.07670  1.18681  2.38722
C  5.16004  -1.19178  -2.12804
H  -2.53111  4.55176  -2.81052
H  -4.83264  1.84432  3.38470
H  -5.13659  0.73908  2.05470
H  -1.61295  -3.77435  -3.79260
H  -5.82706  3.04936  1.43375
H  -4.94121  -2.02114  -2.81468
H  4.73413  -0.64697  0.47958
H  -3.56909  3.06572  -4.42050
H  3.99087  -3.99744  -3.66332
H  -2.23798  4.22132  3.75960
H  0.28891  -2.57527  -3.49230
H  -1.77583  1.67775  5.40841
H  2.25128  -4.23527  -3.81494
H  -1.58754  1.57103  -4.98676
H  5.49243  -0.07137  5.11085
H  0.26914  1.31742  4.52814
H  5.42599  -1.78435  -3.00505
H  5.65284  0.66533  2.14529
H  3.75526  -1.68495  -4.61111
H  6.66016  0.34780  -2.49291
H  5.29382  0.88087  -1.49651
H  -3.23735  -1.45898  -4.97703
H  -4.19331  3.64091  1.77090
H  5.46580  -0.96840  2.75591
H  -1.17159  3.26916  -4.71115
H  -5.15213  -0.86722  -1.50222
H  -4.82510  -2.73123  0.16451
H  3.30602  -0.92300  5.98784
H  2.53664  0.17504  7.14466
H  -4.14916  -0.06112  0.26762
H  6.94858  0.30992  4.19338
H  5.70766  -1.60704  -1.27833
H  -0.64655  3.60968  4.20914
H  -1.83453  3.35113  -0.58144
H  -4.46545  2.53177  0.42099
H  -3.35515  -3.56172  -3.65863
H  -6.21676  -3.02140  -0.89787
H  2.11038  1.82439  5.35538
H  1.57733  -0.59660  5.86913
H  -3.33038  2.28554  4.86669
H  -1.77101  4.15270  5.46461
H  5.08624  0.67167  -3.23429
H  -4.68969  -3.87726  -1.16852
H  3.81725  1.43393  5.38824
H  -1.47949  -1.60792  -5.09071
H  3.24693  -4.03323  -5.26884
H  2.01722  -1.91861  -4.74669
H  0.20255  1.45701  -3.41212
H  -2.52305  -2.79252  -5.89388
H  -3.37764  1.66787  -3.34294
H  5.74157  1.55959  4.45687
H  -3.77160  3.63158  -1.94599

The HOMO energy comes out at -6.30 eV. The LUMO energy comes out at -0.45 eV. The relative energy (zero: lowest compared OMol25 entry of this formula, charge and spin) is 0.192 eV. The calculation puts the strongest force on any atom at 0.68 eV Å⁻¹.

---

Molecular formula: C23H27CeOSi
Method: DFT, ωB97M-V/def2-TZVPD

Cartesian coordinates (Å):
Ce  -0.88178  0.70417  0.40412
Si  -3.11895  3.51638  2.18646
O  1.79102  -1.62088  -1.32510
C  2.78366  -4.16003  -1.58957
C  -1.41718  -0.62122  2.52942
C  -0.74856  3.04933  0.29795
C  -0.55518  -1.64205  1.99567
C  -2.41306  -1.50232  0.60955
C  3.21358  -3.10842  -2.41489
C  3.00634  -1.73904  -1.96770
C  -0.98441  2.69975  -1.09193
C  -1.16820  -2.18284  0.82381
C  -2.59278  -0.54751  1.67956
C  0.55422  2.73506  0.83890
C  1.52396  2.08138  0.05880
C  -4.82891  3.03665  1.60650
C  -2.93392  3.15206  4.01037
C  -2.90508  5.36468  1.94247
C  3.90137  -4.64846  -4.11793
C  -1.82069  2.67487  1.15707
C  3.53812  -5.70572  -3.28472
C  2.96417  -1.38510  -0.48136
C  3.71702  -3.33001  -3.70892
C  1.27027  1.77277  -1.29226
C  2.97346  -5.46412  -2.01882
C  0.00455  2.05372  -1.85075
H  -0.77093  -2.99417  0.21982
H  3.97339  -2.44974  -4.27828
H  -3.66713  5.92259  2.50222
H  2.33581  -3.96023  -0.59782
H  0.66208  2.77974  1.93240
H  3.67285  -6.72882  -3.60424
H  -2.03350  2.70405  -1.42484
H  -4.88736  3.06900  0.51101
H  -5.56563  3.74676  2.00769
H  -1.89586  3.29139  4.33909
H  -3.56486  3.84309  4.58837
H  -1.19644  0.03388  3.37034
H  -1.91954  5.69755  2.29234
H  4.31633  -4.82533  -5.10388
H  -5.11086  2.03085  1.94145
H  2.48142  1.79737  0.51875
H  -2.99856  5.63589  0.88333
H  3.07076  -0.32179  -0.23029
H  -3.09775  -1.67170  -0.21533
H  3.34359  -0.89888  -2.59058
H  0.38044  -1.97967  2.43304
H  -3.24204  2.12854  4.25620
H  3.33347  -2.18000  0.17888
H  -0.22584  1.72781  -2.87714
H  2.65134  -6.26766  -1.36093
H  2.04916  1.30775  -1.90442
H  -3.36705  0.22080  1.73478

The HOMO energy (spin up / spin down) comes out at -6.34 / -6.41 eV. The LUMO energy (spin up / spin down) comes out at -0.03 / -0.04 eV. Its multiplicity is 2. The relative energy (zero: lowest compared OMol25 entry of this formula, charge and spin) is 0.000 eV. The calculation puts the strongest force on any atom at 2.95 eV Å⁻¹.